C4H10N2 | ωB97M-V/def2-TZVPD

Structure (XYZ):
```
16
C4H10N2, DFT ωB97M-V/def2-TZVPD
C -1.2390 1.2907 0.3745
C -1.0661 -0.4047 -0.2850
C -1.1834 -1.4932 0.4967
H -1.6138 -0.3369 -1.2148
H -0.8073 1.4516 1.3604
H -2.3249 1.3661 0.4297
H -0.9275 2.0140 -0.3840
H -1.8164 -2.3284 0.2417
H -0.5742 -1.6169 1.3821
N 0.8689 -0.3501 -0.7819
C 1.7067 0.1305 0.2808
N 2.8457 0.6561 0.1560
H 0.7485 -1.3586 -0.8982
H 0.9521 0.1950 -1.6318
H 3.0453 1.0208 -0.7743
H 1.3855 -0.2359 1.2480
```

Frontier orbital gap   8.14 eV
E_HOMO   -0.2666 hartree
Maximum force   0.1025 Eh/bohr
Structure (SMILES)   [H]/N=C\N.C=CC
Energy above the lowest of the compared OMol25 structures with the same formula, charge and spin   429.7 kJ/mol

These are the Mulliken partial charges, in e, on atoms 1 to 2: C -1.036; C -0.093